# 1
The following is a quantum chemistry calculation of a 2-piece molecular cluster, C4H10O3 overall in a non-equilibrium geometry, from the Open Molecules 2025 dataset.

Its total charge is -2. The calculation puts the frontier orbital gap at 6.78 eV. The relative energy (zero: lowest compared OMol25 entry of this formula, charge and spin) is 3.1 kcal/mol. The value obtained for the total energy is -10449.9007 eV. Its HOMO energy is 0.3 eV. The value obtained for the strongest force on any atom is 0.0268 Eh/bohr.

Each line ends with the Löwdin charge.
Positions of all 17 atoms, in Å:
C -1.6486 2.2164 -0.3267  -0.58
O -2.8310 2.5295 -0.9202  -0.44
C -0.9706 0.8992 -0.7736  -0.25
C 0.2610 0.5056 0.0860  -0.24
C 0.8177 -0.8727 -0.1894  -0.36
O 1.9387 -1.1403 0.6219  -0.21
H -1.7426 2.1110 0.7850  0.07
H -0.8828 3.0186 -0.5232  0.07
H -1.6739 0.0597 -0.6666  0.09
H -0.7335 0.9305 -1.8467  0.09
H -0.1473 0.5365 1.1037  0.10
H 1.0213 1.2895 0.0264  0.10
H 0.0012 -1.5962 -0.0347  0.10
H 1.1535 -1.0128 -1.2321  0.10
H 1.9913 -2.1820 0.9427  -0.02
H 1.3808 -3.7020 1.8082  -0.13
O 2.0649 -3.5904 1.1391  -0.48



# 2
The following is a quantum chemistry calculation of one molecule with the formula C4H8O, from the Open Molecules 2025 dataset.

Its total charge is 0. The calculation puts the frontier orbital gap at 11.27 eV. The relative energy (zero: lowest compared OMol25 entry of this formula, charge and spin) is 24.5 kcal/mol. The value obtained for the total energy is -6324.1066 eV. Its SMILES is C[C@@H]1O[C@@H]1C. Its HOMO energy is -10.1 eV. The value obtained for the strongest force on any atom is 0.0057 Eh/bohr.

Each line ends with the Löwdin charge.
Positions of all 13 atoms, in Å:
C 1.4789 0.5127 -0.4862  -0.04
C 0.7981 -0.6751 0.1410  -0.32
O -0.0496 -1.4150 -0.7336  -0.02
C -0.6465 -0.7479 0.3761  -0.32
C -1.5701 0.4274 0.1974  -0.04
H 0.8194 0.9908 -1.2144  0.07
H 1.7747 1.2521 0.2656  0.08
H 2.3772 0.1851 -1.0191  0.08
H 1.4304 -1.2760 0.8004  0.14
H -0.9847 -1.4495 1.1419  0.14
H -1.6505 0.9161 1.1767  0.09
H -2.5779 0.1255 -0.0991  0.08
H -1.2029 1.1647 -0.5203  0.07



# 3
The following is a quantum chemistry calculation of a 2-piece molecular cluster, C3H9NS overall in a non-equilibrium geometry, from the Open Molecules 2025 dataset.

Its total charge is +1. The calculation puts the frontier orbital gap (spin up / spin down) at 6.28 / 5.88 eV. The relative energy (zero: lowest compared OMol25 entry of this formula, charge and spin) is 18.0 kcal/mol. As for the spin multiplicity: 2. The value obtained for the total energy is -15572.8381 eV. Its HOMO energy (spin up / spin down) is -12.5 / -12.1 eV. The value obtained for the strongest force on any atom is 0.0502 Eh/bohr.

Each line ends with the Mulliken spin population.
Positions of all 14 atoms, in Å:
C -2.2537 -1.5630 -3.0193  0.00
N -1.2907 -2.0951 -2.3500  0.00
H -2.1360 -0.7479 -3.7282  0.00
H -3.2611 -1.9815 -2.9913  0.00
H -1.5551 -2.7503 -1.6192  0.00
H -0.5233 -1.4687 -2.1081  0.00
C 1.4831 2.1311 2.0876  0.00
C 1.3578 0.5801 1.9781  -0.05
S 0.2982 0.0069 0.5862  0.99
H 0.5694 2.6009 1.7195  -0.01
H 2.4013 2.4503 1.6032  0.00
H 1.6160 2.5008 3.1362  0.00
H 0.9714 0.2328 2.9363  0.02
H 2.3227 0.1037 1.7688  0.03



# 4
The following is a quantum chemistry calculation of a 2-piece molecular cluster, CH3N2O2 overall in a non-equilibrium geometry, from the Open Molecules 2025 dataset.

Its total charge is -1. The calculation puts the frontier orbital gap (spin up / spin down) at 7.91 / 8.11 eV. The relative energy (zero: lowest compared OMol25 entry of this formula, charge and spin) is 133.8 kcal/mol. The value obtained for the total energy is -8155.7162 eV. Its HOMO energy (spin up / spin down) is -3.6 / -3.5 eV. The value obtained for the strongest force on any atom is 0.0640 Eh/bohr.

Each line ends with the Löwdin charge.
Positions of all 8 atoms, in Å:
C 1.4632 0.0496 -0.0482  0.01
N -0.6871 0.8318 -0.2417  0.10
N -1.5178 -0.0491 0.0473  -0.71
O -2.7046 0.4017 0.0433  -0.16
O -1.2749 -1.2427 0.3097  -0.13
H 1.1947 -0.9826 -0.1373  -0.04
H 1.6485 0.4446 0.9274  -0.03
H 1.8780 0.5467 -0.9005  -0.03



# 5
The following is a quantum chemistry calculation of C38H52AsGeN4SSbScSe2 as an isolated structure in a non-equilibrium geometry, from the Open Molecules 2025 dataset.

Its total charge is +3. The calculation puts the frontier orbital gap at 7.23 eV. The relative energy (zero: lowest compared OMol25 entry of this formula, charge and spin) is 16.5 kcal/mol. The value obtained for the total energy is -332309.5647 eV. Its HOMO energy is -15.8 eV. The value obtained for the strongest force on any atom is 0.0200 Eh/bohr.

Each line ends with the Löwdin charge.
Positions of all 101 atoms, in Å:
Sc 0.2582 -0.5292 0.0325  0.34
C 3.8021 2.4473 -2.2155  0.00
N 4.0067 2.4346 -0.7768  -0.10
C 4.6547 3.4366 -0.0933  0.01
C 4.6512 3.0959 1.2145  0.01
N 3.9990 1.8898 1.3163  -0.11
C 3.7942 1.1588 2.5532  -0.01
C 3.6051 1.4950 0.0920  -0.64
Se 2.9072 -0.2077 -0.3246  0.67
H 3.4090 3.4161 -2.5153  0.09
H 3.1006 1.6635 -2.4886  0.06
H 4.7455 2.2753 -2.7323  0.12
H 5.0791 4.2916 -0.5906  0.15
H 5.0752 3.6063 2.0619  0.15
H 3.9483 1.8349 3.3897  0.11
H 4.5024 0.3342 2.6322  0.11
H 2.7819 0.7636 2.5841  0.05
C 1.4996 6.9689 -1.0377  -0.05
C 1.4805 6.1662 -2.1700  -0.06
C 1.0821 4.8400 -2.0785  -0.14
C 0.6954 4.3257 -0.8457  -0.35
C 0.7298 5.1184 0.2949  -0.12
C 1.1282 6.4445 0.1924  -0.05
Sb -0.0763 2.3322 -0.6895  1.52
C -1.2068 2.6662 1.0797  -0.41
C -0.6520 2.1921 2.2677  -0.20
C -1.2263 2.5157 3.4889  -0.07
C -2.3631 3.3113 3.5242  -0.04
C -2.9172 3.7904 2.3434  -0.03
C -2.3353 3.4787 1.1225  -0.10
C -1.3968 2.3161 -2.3646  -0.39
C -2.7820 2.3770 -2.2846  -0.12
C -3.5357 2.3776 -3.4524  -0.06
C -2.9161 2.3147 -4.6927  -0.05
C -1.5318 2.2321 -4.7740  -0.06
C -0.7747 2.2221 -3.6109  -0.18
H 1.7964 8.0062 -1.1145  0.12
H 1.7635 6.5750 -3.1312  0.12
H 1.0474 4.2321 -2.9744  0.09
H 0.4331 4.7241 1.2585  0.09
H 1.1350 7.0681 1.0766  0.12
H 0.2594 1.5903 2.2427  0.06
H -0.7765 2.1754 4.4136  0.11
H -2.7993 3.5843 4.4759  0.12
H -3.7885 4.4314 2.3728  0.12
H -2.7556 3.8777 0.2073  0.10
H -3.2799 2.4330 -1.3231  0.09
H -4.6150 2.4390 -3.3918  0.12
H -3.5092 2.3399 -5.5971  0.12
H -1.0428 2.1894 -5.7388  0.12
H 0.3083 2.1565 -3.6803  0.09
N -1.4141 -1.0126 -2.9545  0.14
C -2.2448 -0.9157 -1.8894  -0.68
N -1.8179 -0.6653 -0.6563  -0.06
C -2.9131 -0.5962 0.2321  -0.30
C -2.8515 -0.3544 1.6003  -0.06
C -4.0254 -0.3152 2.3298  -0.04
C -5.2583 -0.5256 1.7142  -0.04
C -5.3350 -0.7969 0.3605  -0.05
C -4.1530 -0.8308 -0.3648  -0.44
S -3.9437 -1.1511 -2.0678  1.19
H -0.6485 -0.3599 -3.0054  0.09
H -1.8640 -1.1462 -3.8494  0.12
H -1.9026 -0.1750 2.0897  0.06
H -3.9899 -0.1233 3.3940  0.12
H -6.1644 -0.4809 2.3024  0.13
H -6.2867 -0.9868 -0.1177  0.13
C 0.7186 -0.9054 4.3613  -0.24
As 0.5730 -1.6132 2.5460  1.02
C 2.0897 -2.8314 2.5249  -0.27
C -0.8892 -2.8683 2.8697  -0.26
H 0.6494 -1.7603 5.0317  0.06
H -0.1018 -0.2215 4.5716  0.02
H 1.6668 -0.3992 4.5275  0.03
H 2.1413 -3.3432 3.4852  0.06
H 3.0265 -2.3096 2.3402  0.03
H 1.9474 -3.5681 1.7360  -0.01
H -0.4902 -3.7474 3.3738  0.05
H -1.3688 -3.1707 1.9399  0.01
H -1.6413 -2.4048 3.5055  0.04
C -0.8801 -7.6178 -0.7640  -0.20
Ge 0.6313 -6.3950 -0.5187  0.82
C 2.0448 -6.6369 -1.8554  -0.21
C 1.3539 -6.4158 1.3128  -0.21
C -0.2610 -4.5605 -0.7551  -0.52
Se 0.8991 -3.0139 -1.0221  0.81
C 1.2287 -3.2182 -2.9235  -0.31
H -0.5210 -8.6398 -0.6413  0.03
H -1.2982 -7.5235 -1.7654  0.03
H -1.6662 -7.4427 -0.0308  0.03
H 2.5393 -7.5867 -1.6505  0.04
H 2.7975 -5.8500 -1.7981  0.02
H 1.6363 -6.6860 -2.8643  0.03
H 1.3538 -7.4444 1.6735  0.03
H 0.7507 -5.8212 1.9996  0.00
H 2.3837 -6.0587 1.3312  0.02
H -0.8422 -4.3644 0.1464  -0.01
H -0.9496 -4.5745 -1.6010  0.03
H 1.6857 -4.1948 -3.0570  0.02
H 1.9196 -2.4400 -3.2374  0.04
H 0.2872 -3.1549 -3.4587  0.03



# 6
The following is a quantum chemistry calculation of one molecule with the formula C6H10O5 in a non-equilibrium geometry, from the Open Molecules 2025 dataset.

Its total charge is 0. The calculation puts the frontier orbital gap at 9.89 eV. The relative energy (zero: lowest compared OMol25 entry of this formula, charge and spin) is 47.8 kcal/mol. The value obtained for the total energy is -16619.7992 eV. Its SMILES is C[C@]1(O)C(=O)C[C@@H](O)C1(O)O. Its HOMO energy is -9.4 eV. The value obtained for the strongest force on any atom is 0.0960 Eh/bohr.

Each line ends with the Löwdin charge.
Positions of all 21 atoms, in Å:
C -1.6469 -1.0251 -0.4398  0.00
C -0.8051 -0.1533 0.4971  -0.41
O -1.3341 -0.2518 1.7388  0.05
C -0.8800 1.2625 -0.0246  -0.33
O -1.7019 2.0241 0.3900  0.14
C 0.3760 1.7073 -0.7380  -0.02
C 1.5629 0.8414 -0.2863  -0.24
O 2.3247 1.6985 0.5796  0.02
C 0.9229 -0.3966 0.4275  -0.42
O 1.2799 -0.2746 1.8043  0.02
O 1.1544 -1.5569 -0.2136  0.10
H -1.7300 -1.9600 -0.0052  0.05
H -1.2329 -1.3094 -1.4663  0.12
H -2.7065 -0.6516 -0.5761  0.12
H -1.4903 0.4992 2.2859  0.11
H 0.2345 1.7165 -1.9059  0.17
H 0.7425 2.6359 -0.4592  0.10
H 2.0105 0.3195 -1.1787  0.16
H 2.6076 1.0964 1.2215  0.05
H 0.7589 -0.9054 2.3323  0.12
H 0.5356 -2.2110 0.0080  0.08